No. 1
ORCA calculation (ωB97M-V with the def2-TZVPD basis set) on C24H32N4OP2Pb as an isolated structure.

Geometry as XYZ:
```
64
C24H32N4OP2Pb ωB97M-V with the def2-TZVPD basis set
C -1.4421 3.2959 -3.7097
C -1.2278 1.9454 -3.4884
C 0.0652 1.3864 -3.7927
C 1.1331 2.2387 -4.2473
C 0.8445 3.6206 -4.4567
C -0.4209 4.1205 -4.2106
C 2.4026 1.6623 -4.3793
C 2.6309 0.3042 -4.1270
C 1.5028 -0.4807 -3.6986
C 1.6846 -1.8546 -3.3116
C 2.9476 -2.4194 -3.3954
C 4.0453 -1.6676 -3.8494
C 3.9047 -0.3358 -4.1956
H -2.4401 3.6956 -3.5124
H 1.6572 4.2449 -4.8247
H -0.6493 5.1699 -4.4039
H 3.2273 2.2769 -4.7338
H 3.0598 -3.4713 -3.1228
H 5.0167 -2.1577 -3.9274
H 4.7419 0.2690 -4.5392
N 0.2943 0.0870 -3.5197
Pb 0.3330 0.1425 -0.0227
C -2.3094 1.0481 -2.8942
H -2.1574 0.0144 -3.2600
H -3.3239 1.4344 -3.1078
C 0.4810 -2.6319 -2.8074
H -0.4310 -2.2625 -3.3178
H 0.6290 -3.7213 -2.9230
P -2.1974 0.9035 -1.0579
P 0.1336 -2.3603 -1.0103
C 1.4733 -3.2976 -0.1812
H 1.2966 -3.2882 0.9077
H 1.4674 -4.3311 -0.5616
H 2.4346 -2.7935 -0.3844
C -1.3883 -3.3410 -0.7133
H -1.1694 -4.3779 -1.0247
H -1.6579 -3.3067 0.3597
H -2.2131 -2.9111 -1.3145
C -2.4613 2.6145 -0.4502
H -3.3999 3.0126 -0.8750
H -2.5067 2.5800 0.6536
H -1.5954 3.2357 -0.7464
C -3.6724 -0.0470 -0.5616
H -3.7058 -0.1142 0.5429
H -4.5578 0.5026 -0.9204
H -3.6230 -1.0612 -1.0046
H 1.2118 0.9692 -1.4328
H -0.0281 1.7454 0.9236
C 3.2865 -1.6494 4.1395
N 1.9076 -1.7218 3.6243
C 0.9338 -2.3559 4.3606
C -0.3616 -2.3873 3.9148
C -0.6487 -1.7527 2.7013
N 0.2949 -1.1299 1.9651
C 1.6245 -1.1064 2.4082
O 2.4929 -0.5589 1.7020
N -1.8926 -1.7766 2.1532
H 3.9073 -1.1196 3.4199
H 3.6625 -2.6720 4.3074
H 3.2727 -1.1311 5.1122
H 1.3393 -2.7728 5.2850
H -1.1798 -2.8866 4.4780
H -2.6250 -2.1405 2.7065
H -2.1497 -1.3156 1.2898
```

Values from the calculation:
Orbital gap: 6.16 eV
Lowest unoccupied orbital energy: -6.68 eV
Highest occupied orbital energy: -12.838 eV
Total charge: +2

No. 2
ORCA calculation (ωB97M-V with the def2-TZVPD basis set) on C24H32N6O5PSW as an isolated structure.

Geometry as XYZ:
```
70
C24H32N6O5PSW ωB97M-V with the def2-TZVPD basis set
W -0.1473 -0.4974 0.7709
C 1.9586 -4.8043 -1.4985
N 1.0832 -3.6397 -1.5399
C 0.0057 -3.4691 -2.3833
C -0.5845 -2.2942 -2.0617
N 0.1513 -1.7305 -1.0485
C 1.1393 -2.5576 -0.7624
P 1.7967 -2.3023 0.9115
C -1.1308 -2.2607 1.3631
N -1.9761 -1.6127 0.6049
C -3.2623 -1.9255 0.9727
C -3.1480 -2.8369 1.9762
N -1.8039 -3.0161 2.2430
C -1.2219 -3.8074 3.3209
C 2.6423 -0.7303 0.5944
N 1.8175 0.1986 0.1434
C 2.5082 1.3905 0.1033
C 3.7686 1.1364 0.5317
N 3.8392 -0.2084 0.8574
C 4.9880 -0.9065 1.4228
H 2.0799 -5.1841 -2.5093
H 2.9326 -4.5072 -1.1193
H 1.5332 -5.5771 -0.8621
H -0.2331 -4.1940 -3.1453
H -1.4546 -1.8299 -2.4870
H -4.1401 -1.5040 0.5146
H -3.9001 -3.3753 2.5300
H -2.0176 -4.1271 3.9868
H -0.7158 -4.6828 2.9209
H -0.5167 -3.1886 3.8713
H 2.0514 2.3150 -0.2086
H 4.6197 1.7843 0.6588
H 5.8574 -0.2620 1.3409
H 4.8094 -1.1344 2.4712
H 5.1766 -1.8219 0.8677
C -2.3103 3.1873 2.3290
C -2.5722 2.9791 0.8378
C -3.4380 1.7527 0.5645
C -1.3388 3.1454 -0.0476
C -0.9172 4.4608 -0.2571
C 0.0364 4.7868 -1.1966
C 0.4910 3.7977 -2.0519
C 0.1192 2.4643 -1.9067
C 0.4063 1.5519 -3.0990
C -0.8787 0.8397 -3.5330
C 1.6208 0.6312 -3.0414
C -0.6828 2.1498 -0.7840
O -0.8742 0.8285 -0.3675
H -3.2553 3.1730 2.8757
H -1.8298 4.1489 2.5160
H -1.6734 2.4164 2.7457
H -3.1814 3.8350 0.5269
H -3.0119 0.8411 0.9739
H -3.6054 1.6125 -0.5059
H -4.4101 1.8971 1.0406
H -1.3917 5.2439 0.3243
H 0.3517 5.8138 -1.3289
H 1.1175 4.0633 -2.8967
H 0.6390 2.2594 -3.8991
H -1.2854 0.2324 -2.7289
H -0.6993 0.2008 -4.4011
H -1.6475 1.5663 -3.8003
H 1.5129 -0.1727 -2.3288
H 2.5248 1.1881 -2.7831
H 1.7798 0.1868 -4.0276
O -1.3325 0.0180 2.5181
S -0.0023 0.4850 3.1308
O -0.0013 0.9954 4.4413
O 0.8006 -0.7693 2.8250
O 0.4334 1.3530 1.9828
```

Values from the calculation:
Orbital gap: 7.17 eV
Lowest unoccupied orbital energy: -3.63 eV
Highest occupied orbital energy: -10.794 eV
Total charge: +1

No. 3
ORCA calculation (ωB97M-V with the def2-TZVPD basis set) on C24H33N2Ru as an isolated structure.

Geometry as XYZ:
```
60
C24H33N2Ru ωB97M-V with the def2-TZVPD basis set
C 0.9655 -1.8035 0.4296
C 1.8780 -0.9951 -0.3759
C 1.4640 -1.1305 -1.7479
C 0.2568 -1.8681 -1.7884
C -0.0413 -2.3161 -0.4754
Ru 0.0608 0.0879 0.3283
C -2.5369 1.2853 -0.4902
C -2.0427 0.9116 0.7667
H -2.1061 1.6497 1.5784
C -1.7326 -0.4589 1.1408
H -2.3079 -1.2420 0.6479
H -1.6445 -0.6479 2.2176
C -2.6461 2.7371 -0.8210
H -2.0339 3.3410 -0.1389
H -2.2960 2.9313 -1.8434
H -3.6886 3.0862 -0.7605
C -3.0880 0.3165 -1.4782
H -2.8879 -0.7294 -1.2266
H -4.1816 0.4295 -1.5840
H -2.6772 0.4994 -2.4827
C 3.1924 -0.5049 0.1067
H 3.1442 -0.2902 1.1777
H 3.9943 -1.2397 -0.0571
H 3.4730 0.4279 -0.3991
C 2.2805 -0.6837 -2.9010
H 2.8165 0.2462 -2.6753
H 3.0356 -1.4433 -3.1552
H 1.6749 -0.5078 -3.7983
C -0.5547 -2.1912 -2.9936
H -0.5815 -1.3639 -3.7171
H -0.1411 -3.0692 -3.5099
H -1.5935 -2.4232 -2.7218
C -1.0663 -3.3155 -0.0892
H -2.0399 -3.1183 -0.5594
H -0.7564 -4.3274 -0.3943
H -1.2083 -3.3291 0.9963
C 1.3190 -2.4189 1.7380
H 0.4120 -2.6309 2.3143
H 1.8785 -3.3591 1.6123
H 1.9480 -1.7388 2.3199
C 0.4784 1.6407 -1.1532
C 1.2862 2.7140 -0.8226
C -0.0396 1.5388 -2.4397
C 1.4682 3.7671 -1.7405
H 1.7880 2.7275 0.1434
C 0.2485 2.5207 -3.4012
H -0.6630 0.6897 -2.7173
C 0.9858 3.6520 -3.0422
H 2.0082 4.6614 -1.4234
H -0.1128 2.3876 -4.4232
H 1.1838 4.4304 -3.7827
N 0.8254 0.5975 3.3469
C 0.9003 1.5358 4.3078
C 0.6763 2.7582 3.6962
C 0.4676 2.4912 2.3422
N 0.5586 1.1525 2.1343
H 0.9476 -0.4038 3.4696
H 1.0962 1.2791 5.3380
H 0.6540 3.7331 4.1558
H 0.2884 3.1947 1.5381
```

Values from the calculation:
Orbital gap (spin up / spin down): 5.54 / 6.82 eV
Multiplicity: 5
Lowest unoccupied orbital energy (spin up / spin down): -3.58 / -4.33 eV
Highest occupied orbital energy (spin up / spin down): -9.123 / -11.142 eV
⟨S²⟩: 6.045
Energy above the lowest of the compared OMol25 structures with the same formula, charge and spin: 6.89 kJ/mol
Total charge: +1

No. 4
ORCA calculation (ωB97M-V with the def2-TZVPD basis set) on C24H33N3O2 in the gas phase.

Geometry as XYZ:
```
62
C24H33N3O2 ωB97M-V with the def2-TZVPD basis set
C 7.7119 3.7163 -0.4268
O 7.9677 2.3460 -0.2448
C 6.9208 1.5222 0.0511
C 5.5974 1.9280 0.1845
C 4.6196 0.9984 0.4913
C 4.9276 -0.3428 0.6645
C 3.8383 -1.3241 1.0027
N 2.6848 -1.1402 0.1377
C 2.9856 -1.4938 -1.2359
C 1.8117 -1.1139 -2.1279
C 0.5398 -1.8227 -1.6700
C 0.2752 -1.4756 -0.2056
N -0.8721 -2.1656 0.3867
C -1.4250 -1.4821 1.5427
C -2.3414 -0.3102 1.1679
N -3.4162 -0.7799 0.3150
C -4.5799 -0.0138 0.2355
C -5.1636 0.3580 -0.9731
C -6.3578 1.0603 -1.0163
C -7.0008 1.4235 0.1569
O -8.1765 2.1222 0.2335
C -8.7935 2.5145 -0.9653
C -6.4259 1.0564 1.3740
C -5.2474 0.3492 1.4116
C -2.8923 -1.3983 -0.8830
C -1.9711 -2.5582 -0.4704
C 1.5232 -1.8694 0.6032
C 6.2509 -0.7417 0.5240
C 7.2370 0.1752 0.2250
H 8.6773 4.1700 -0.6463
H 7.2962 4.1724 0.4778
H 7.0318 3.8915 -1.2671
H 5.3166 2.9616 0.0550
H 3.5915 1.3120 0.5888
H 3.5104 -1.1471 2.0332
H 4.2325 -2.3554 0.9490
H 3.8818 -0.9491 -1.5424
H 3.1903 -2.5771 -1.3344
H 1.6662 -0.0336 -2.0738
H 2.0356 -1.3790 -3.1626
H -0.2915 -1.5109 -2.3040
H 0.6683 -2.9028 -1.7693
H 0.1671 -0.3806 -0.1383
H -0.6164 -1.1207 2.1783
H -2.0070 -2.2173 2.1068
H -2.7510 0.1362 2.0725
H -1.7514 0.4642 0.6465
H -4.6872 0.1132 -1.9097
H -6.7651 1.3229 -1.9806
H -9.6991 3.0443 -0.6727
H -9.0648 1.6505 -1.5819
H -8.1545 3.1876 -1.5474
H -6.9342 1.3319 2.2846
H -4.8438 0.0563 2.3687
H -3.7205 -1.8031 -1.4670
H -2.3345 -0.6772 -1.5052
H -1.5948 -3.0711 -1.3537
H -2.5707 -3.2724 0.1041
H 1.3697 -1.6295 1.6570
H 1.6563 -2.9633 0.5249
H 6.5142 -1.7821 0.6510
H 8.2665 -0.1277 0.1164
```

Values from the calculation:
Orbital gap: 8.16 eV
Lowest unoccupied orbital energy: 0.81 eV
Highest occupied orbital energy: -7.352 eV
Structure (SMILES): COc1ccc(CN2CCC[C@@H](N3CCN(c4ccc(OC)cc4)CC3)C2)cc1
Energy above the lowest of the compared OMol25 structures with the same formula, charge and spin: 233.80 kJ/mol
Total charge: 0

| no. | electronic energy (hartree) |
| --- | --- |
| 1 | -2103.02611 |
| 2 | -2444.92766 |
| 3 | -1138.32099 |
| 4 | -1249.03496 |